{"formula": "CH2N4O", "method": "wB97M-V/def2-TZVPD", "molar_mass_g_mol": 86.1, "e_above_lowest_kcal_mol": 86.2, "multiplicity": 1, "homo_ev": -8.603, "symbols": ["C", "N", "N", "N", "N", "O", "H", "H"], "positions_angstrom": [[1.637891, 0.180872, -0.817020], [-1.242043, -0.687422, 0.507881], [-0.517599, 0.757786, -0.104666], [-0.577511, -1.255136, 1.251088], [0.774277, 0.484358, -0.073095], [2.636639, -0.027846, -1.364404], [-2.080358, -0.888995, -0.015967], [-0.631296, 1.436384, 0.616183]], "atomic_forces_ev_per_a": [[1.1970, 0.0673, -0.5481], [2.3424, 1.5569, 0.4622], [-2.5059, 0.0993, -1.6915], [-0.6480, -1.6767, 0.6945], [0.2017, 0.0489, 1.3240], [0.9090, -0.5579, -0.8093], [-0.8016, 0.0420, -0.3156], [-0.6946, 0.4202, 0.8837]], "lowdin_charge": [-0.32, -0.10, -0.03, 0.10, -0.01, 0.16, 0.12, 0.07]}